(1)
Density functional theory data (wB97M-V/def2-TZVPD) for C45H37INPSV as an isolated structure at a distorted geometry.

The geometry in ORCA input format:
```
! RIJCOSX wB97M-V def2-TZVPD def2/J DEFGRID3
* xyz 0 4
V -0.443 0.242 0.478
I 2.601 0.270 -0.570
C 3.767 2.025 -0.173
C 5.119 1.783 -0.062
C 6.014 2.827 0.159
C 5.548 4.113 0.206
C 4.174 4.391 0.069
C 3.750 5.734 0.095
C 2.417 6.054 0.035
C 1.486 5.029 -0.039
C 1.852 3.686 -0.107
P 0.370 2.600 -0.139
C -0.414 3.216 -1.690
C 0.177 4.104 -2.593
C -0.333 4.257 -3.868
C -1.447 3.539 -4.273
C -2.041 2.649 -3.394
C -1.501 2.459 -2.136
C -0.252 3.280 1.464
C -1.145 4.308 1.730
C -1.430 4.658 3.040
C -0.826 3.995 4.094
C 0.100 2.994 3.838
C 0.388 2.650 2.534
C 3.223 3.325 -0.077
H 5.486 0.774 -0.149
H 7.064 2.613 0.284
H 6.217 4.946 0.356
H 4.505 6.505 0.168
H 2.088 7.083 0.063
H 0.435 5.285 -0.059
H 1.057 4.667 -2.324
H 0.155 4.936 -4.553
H -1.824 3.648 -5.278
H -2.904 2.073 -3.695
H -1.916 1.684 -1.500
H -1.594 4.860 0.919
H -2.122 5.465 3.242
H -1.058 4.267 5.113
H 0.593 2.484 4.652
H 1.135 1.888 2.332
C -3.891 5.107 -0.317
C -5.190 4.316 -0.166
C -5.973 4.912 1.012
C -6.004 4.519 -1.455
C -4.976 2.829 0.084
C -6.125 2.034 0.115
C -6.059 0.666 0.217
C -4.815 0.070 0.278
S -4.471 -1.631 0.260
C -2.767 -1.238 0.250
N -2.480 0.054 0.331
C -3.626 0.825 0.320
C -3.736 2.222 0.246
C -1.752 -2.228 0.131
C -2.028 -3.588 -0.064
C -0.988 -4.485 -0.138
C 0.318 -4.023 -0.017
C 0.583 -2.674 0.154
C -0.435 -1.727 0.225
H -4.114 6.086 -0.737
H -3.190 4.603 -0.980
H -3.442 5.258 0.659
H -6.083 5.987 0.876
H -5.456 4.725 1.950
H -6.967 4.480 1.083
H -6.253 5.574 -1.555
H -6.934 3.959 -1.448
H -5.424 4.223 -2.326
H -7.095 2.497 0.053
H -6.955 0.068 0.212
H -2.831 2.806 0.305
H -3.054 -3.917 -0.160
H -1.187 -5.537 -0.283
H 1.133 -4.731 -0.051
H 1.621 -2.373 0.252
C 0.082 -0.652 5.166
C 1.144 -0.798 4.287
C 0.946 -0.612 2.930
C -0.294 -0.250 2.401
C -1.342 -0.102 3.308
C -1.164 -0.306 4.668
H 0.227 -0.806 6.227
H 2.129 -1.048 4.660
H 1.798 -0.747 2.269
H -2.330 0.188 2.960
H -1.999 -0.183 5.346
*
```

**Energy relative to the best compared isomer or geometry (same formula, charge and spin)**: 192.49 kJ/mol
**HOMO energy (alpha / beta)**: -5.775 / -7.309 eV
**E_LUMO (alpha / beta)**: -0.012 / -0.012 hartree

Partial atomic charges computed with the Mulliken method, in multiples of e:
1 V -0.6197
2 I 0.2494
3 C 0.1359
4 C -0.6255
5 C -0.8335
6 C -0.9114
7 C 0.8783
8 C -0.8759
9 C -1.2920
10 C -0.6570
11 C 1.7703
12 P 0.2053
13 C 1.0246
14 C -0.8135
15 C -0.7253
16 C -0.7621
17 C -0.8577
18 C -0.7703
19 C 2.0627
20 C 0.2767
21 C -0.9896
22 C -0.8986
23 C -0.6609
24 C -1.5979
25 C -0.0383
26 H 0.4187
27 H 0.4000
28 H 0.3914
29 H 0.4034
30 H 0.4500
31 H 0.4837
32 H 0.2992
33 H 0.4403
34 H 0.4025
35 H 0.5145
36 H 0.5313
37 H 0.4186
38 H 0.4496
39 H 0.4243
40 H 0.4328
41 H 0.5271
42 C -1.6210
43 C 1.8678
44 C -1.7918
45 C -1.7474
46 C -0.4657
47 C -0.2150
48 C -1.4627
49 C 0.9705
50 S -0.4705
51 C 0.9811
52 N 0.9244
53 C -2.4764
54 C 1.6180
55 C 0.4415
56 C -1.1270
57 C -0.8224
58 C -0.9784
59 C -0.2188
60 C 0.7240
61 H 0.5534
62 H 0.2746
63 H 0.1575
64 H 0.4481
65 H 0.3309
66 H 0.4195
67 H 0.4879
68 H 0.3381
69 H 0.3529
70 H 0.4748
71 H 0.4120
72 H 0.6359
73 H 0.3743
74 H 0.3990
75 H 0.4173
76 H 0.1411
77 C -0.5970
78 C -0.6620
79 C 0.0131
80 C 1.0717
81 C -0.5221
82 C -0.7838
83 H 0.3495
84 H 0.4189
85 H 0.0726
86 H 0.2126
87 H 0.4176

(2)
Density functional theory data (wB97M-V/def2-TZVPD) for C34H48N4OOsS2Te as an isolated structure.

The geometry in ORCA input format:
```
! RIJCOSX wB97M-V def2-TZVPD def2/J DEFGRID3
* xyz 4 5
Os 0.017 -0.207 0.398
C 3.318 2.915 -0.788
C 1.870 2.489 -1.059
C 1.050 3.648 -1.622
C 1.243 1.879 0.187
C 2.015 1.117 1.095
C 1.420 0.521 2.203
C 0.050 0.720 2.550
C -0.544 0.167 3.816
C -0.693 1.571 1.706
C -0.117 2.110 0.537
H 3.685 3.496 -1.632
H 3.993 2.068 -0.671
H 3.388 3.549 0.098
H 1.886 1.690 -1.808
H 0.909 4.437 -0.882
H 0.073 3.332 -1.993
H 1.579 4.083 -2.467
H 3.066 0.951 0.904
H 2.026 -0.092 2.858
H -1.306 -0.587 3.610
H -1.025 0.967 4.378
H 0.225 -0.260 4.458
H -1.738 1.752 1.921
H -0.734 2.717 -0.109
C -0.485 -4.961 -3.641
C 0.029 -3.685 -4.283
N 0.283 -2.612 -3.299
C -0.477 -1.630 -2.847
S 0.335 -0.374 -1.872
N -1.744 -1.396 -3.131
C -2.679 -2.057 -4.064
C -2.625 -1.453 -5.456
H -0.786 -5.667 -4.413
H -1.347 -4.772 -2.998
H 0.289 -5.445 -3.044
H -0.642 -3.311 -5.049
H 0.983 -3.850 -4.781
H 1.235 -2.545 -2.970
H -2.067 -0.520 -2.747
H -3.667 -1.925 -3.625
H -2.485 -3.125 -4.057
H -2.874 -0.392 -5.435
H -3.344 -1.953 -6.103
H -1.637 -1.552 -5.907
C -6.840 3.197 3.367
C -5.811 2.223 2.808
C -6.432 0.853 2.558
N -5.436 -0.148 2.130
C -4.696 -0.164 1.027
S -3.136 -0.820 1.027
N -5.180 0.401 -0.140
C -6.423 0.918 -0.541
O -6.466 1.904 -1.225
C -7.698 0.142 -0.320
C -7.768 -1.191 -0.041
C -9.046 -1.799 0.049
C -10.244 -1.062 -0.158
C -10.176 0.274 -0.449
C -8.911 0.883 -0.542
H -6.383 4.161 3.582
H -7.269 2.824 4.298
H -7.653 3.364 2.659
H -4.971 2.109 3.497
H -5.403 2.608 1.867
H -7.244 0.917 1.837
H -6.883 0.453 3.466
H -4.997 -0.655 2.887
H -4.432 0.735 -0.734
H -6.881 -1.791 0.114
H -9.124 -2.852 0.290
H -11.191 -1.581 -0.081
H -11.067 0.863 -0.617
H -8.816 1.933 -0.793
C 1.045 -3.978 -0.002
Te -0.064 -2.650 1.285
C 1.743 -2.907 2.439
C 2.179 -4.307 2.200
C 2.897 -5.055 3.124
C 3.259 -6.343 2.794
C 2.878 -6.910 1.533
C 2.142 -6.183 0.612
C 1.804 -4.879 0.914
H 1.739 -3.351 -0.570
H 0.396 -4.522 -0.684
H 1.595 -2.692 3.496
H 2.484 -2.213 2.030
H 3.169 -4.633 4.082
H 3.832 -6.954 3.481
H 3.182 -7.927 1.315
H 1.855 -6.630 -0.330
*
```

**HOMO energy (alpha / beta)**: -17.184 / -17.950 eV
**E_LUMO (alpha / beta)**: -0.373 / -0.498 hartree

Partial atomic charges computed with the Mulliken method, in multiples of e:
1 Os 1.4562
2 C -1.6030
3 C 1.8142
4 C -1.6677
5 C -0.6172
6 C -0.5873
7 C -0.9040
8 C 0.8393
9 C -1.4434
10 C -1.2789
11 C 0.0788
12 H 0.4233
13 H 0.4211
14 H 0.4097
15 H -0.2447
16 H 0.4027
17 H 0.3226
18 H 0.4460
19 H 0.3551
20 H 0.8473
21 H 0.2678
22 H 0.4301
23 H 0.3841
24 H 0.5047
25 H 0.4810
26 C -1.0231
27 C -0.4548
28 N -0.0122
29 C 0.4252
30 S -0.4799
31 N 0.0607
32 C -0.4797
33 C -0.9981
34 H 0.4193
35 H 0.2897
36 H 0.2745
37 H 0.0221
38 H 0.4730
39 H 0.3330
40 H 0.2011
41 H 0.3721
42 H 0.1469
43 H 0.3710
44 H 0.3548
45 H 0.2599
46 C -1.3841
47 C -0.0529
48 C -0.6344
49 N 0.0157
50 C -0.6174
51 S 0.0134
52 N 0.2035
53 C 0.2408
54 O -0.4979
55 C -0.0516
56 C 0.3199
57 C -0.5942
58 C -0.3812
59 C -0.6827
60 C -0.0936
61 H 0.3734
62 H 0.3821
63 H 0.3440
64 H 0.3222
65 H 0.2259
66 H 0.0034
67 H 0.5741
68 H 0.3166
69 H 0.2054
70 H 0.5232
71 H 0.4651
72 H 0.4658
73 H 0.4812
74 H 0.5155
75 C -0.8062
76 Te -0.0205
77 C -1.0008
78 C 0.7606
79 C -0.8716
80 C -0.5176
81 C -0.4994
82 C -0.8170
83 C 0.8243
84 H 0.3245
85 H 0.4548
86 H 0.6536
87 H 0.4582
88 H 0.5174
89 H 0.4623
90 H 0.4737
91 H 0.5094

(3)
Density functional theory data (wB97M-V/def2-TZVPD) for a 2-piece molecular cluster, H4OS overall at a distorted geometry.

The geometry in ORCA input format:
```
! RIJCOSX wB97M-V def2-TZVPD def2/J DEFGRID3
* xyz 0 1
O -1.264 -0.629 0.116
H -0.763 -0.154 0.816
H -2.080 -0.946 0.566
S 1.296 1.186 -0.597
H 1.387 0.115 -1.407
H 1.423 0.427 0.507
*
```

**Energy relative to the best compared isomer or geometry (same formula, charge and spin)**: 15.17 kJ/mol
**HOMO energy**: -9.696 eV
**E_LUMO**: 0.027 hartree

Partial atomic charges computed with the Mulliken method, in multiples of e:
1 O -0.5745
2 H 0.3045
3 H 0.2930
4 S -0.3132
5 H 0.1751
6 H 0.1151

(4)
Density functional theory data (wB97M-V/def2-TZVPD) for a 2-piece molecular cluster, C12H24OP2 overall at a distorted geometry.

The geometry in ORCA input format:
```
! RIJCOSX wB97M-V def2-TZVPD def2/J DEFGRID3
* xyz 0 1
C 1.452 -3.961 3.822
C 1.138 -2.628 3.417
C 0.571 -1.136 2.920
C 1.494 -0.477 1.736
C 0.833 0.855 1.017
P -0.777 1.482 1.830
P -2.536 0.340 1.240
C -3.227 -0.462 2.854
C -2.124 -1.138 0.103
C -2.485 -2.624 0.780
H 1.299 -5.030 4.330
H -0.492 -1.326 2.468
H 0.489 -0.431 3.852
H 1.621 -1.280 0.865
H 2.555 -0.178 2.159
H 0.616 0.691 -0.141
H 1.628 1.743 1.086
H -1.016 2.834 1.309
H -4.212 -1.043 2.604
H -2.467 -1.185 3.384
H -3.484 0.378 3.660
H -2.804 -1.087 -0.875
H -1.007 -1.162 -0.262
H -2.312 -3.460 -0.052
H -3.609 -2.661 1.177
H -1.782 -2.894 1.676
C 2.371 2.547 -4.059
C 1.153 1.818 -4.565
C 0.818 0.914 -3.398
O 1.240 1.595 -2.209
C 2.050 2.716 -2.590
H 2.556 3.497 -4.566
H 3.258 1.915 -4.178
H 0.337 2.530 -4.732
H 1.324 1.269 -5.494
H 1.369 -0.031 -3.456
H -0.251 0.691 -3.335
H 1.466 3.626 -2.413
H 2.948 2.751 -1.966
*
```

**HOMO energy**: -7.591 eV
**E_LUMO**: 0.026 hartree

Partial atomic charges computed with the Mulliken method, in multiples of e:
1 C -0.4621
2 C -0.3220
3 C 0.2472
4 C -0.5045
5 C -0.0418
6 P -0.1042
7 P 0.0276
8 C -0.8791
9 C -0.2814
10 C -0.8606
11 H 0.3116
12 H -0.4310
13 H 0.4072
14 H 0.2552
15 H 0.3022
16 H -0.2451
17 H 0.3485
18 H 0.0826
19 H 0.3118
20 H 0.2519
21 H 0.3287
22 H 0.3876
23 H 0.1377
24 H 0.3158
25 H 0.2240
26 H 0.2344
27 C -0.5477
28 C -0.5614
29 C -0.4807
30 O -0.2817
31 C -0.5139
32 H 0.3242
33 H 0.2686
34 H 0.2743
35 H 0.3319
36 H 0.2905
37 H 0.2836
38 H 0.2882
39 H 0.2818

(5)
Density functional theory data (wB97M-V/def2-TZVPD) for a 2-piece molecular cluster, C21H29N4O6 overall at a distorted geometry.

The geometry in ORCA input format:
```
! RIJCOSX wB97M-V def2-TZVPD def2/J DEFGRID3
* xyz 1 1
O 2.095 1.048 -3.578
O -0.290 -4.561 5.039
O -0.393 -4.894 0.660
O -2.717 7.835 -2.081
O -0.368 8.221 -3.407
O 2.159 0.588 -1.328
C 1.786 1.308 -2.423
C -1.461 -4.910 4.983
C -0.556 -5.045 1.868
C 0.825 2.379 -2.195
C 0.627 3.412 -3.090
C -2.087 -1.718 0.393
C -1.186 -2.101 1.348
C -0.051 -1.434 -0.426
C -2.291 5.497 -1.880
C -1.473 4.388 -2.114
C 0.093 5.806 -3.289
C -1.910 6.761 -2.331
C -0.702 6.938 -3.025
C -0.272 4.536 -2.824
N -1.362 -1.290 -0.705
N 0.248 -5.833 2.587
N -2.186 -4.826 3.862
N 0.082 -1.911 0.828
C 1.016 8.492 -3.681
C -2.145 -5.478 6.205
C 1.343 -6.635 2.040
C 4.596 0.360 -1.521
C 3.244 -0.346 -1.507
C -1.516 -2.781 2.658
C -1.737 -4.308 2.549
H -2.312 8.620 -2.491
H 0.318 2.398 -1.238
H 1.216 3.434 -4.005
H -3.167 -1.796 0.467
H 0.754 -1.293 -1.137
H -3.228 5.392 -1.343
H -1.788 3.414 -1.756
H 1.019 5.905 -3.844
H -1.751 -1.005 -1.600
H 0.131 -5.813 3.593
H -3.137 -5.158 3.927
H 0.946 -2.214 1.264
H 1.317 8.041 -4.632
H 1.659 8.111 -2.881
H 1.170 9.573 -3.754
H -2.518 -6.478 5.988
H -1.425 -5.533 7.021
H -2.969 -4.831 6.498
H 2.082 -5.987 1.565
H 1.827 -7.202 2.838
H 0.957 -7.333 1.294
H 5.403 -0.373 -1.619
H 4.743 0.918 -0.591
H 4.661 1.056 -2.363
H 3.237 -1.059 -0.677
H 3.124 -0.925 -2.430
H -2.413 -2.317 3.071
H -0.700 -2.586 3.357
H -2.569 -4.453 1.859
*
```

**HOMO energy**: -10.030 eV
**E_LUMO**: -0.092 hartree

Partial atomic charges computed with the Mulliken method, in multiples of e:
1 O -0.5761
2 O -0.6433
3 O -0.6811
4 O -0.5932
5 O -0.4898
6 O -0.3139
7 C 0.2801
8 C 0.8204
9 C 0.1881
10 C -0.4503
11 C -0.4543
12 C -0.7571
13 C 0.3433
14 C -0.6136
15 C -0.7986
16 C -0.7244
17 C -0.5402
18 C 0.4779
19 C 0.9768
20 C 0.3372
21 N 0.0118
22 N -0.0570
23 N -0.1887
24 N 0.1471
25 C -0.8514
26 C -1.3881
27 C -0.9612
28 C -1.2680
29 C -0.1389
30 C -1.2146
31 C 0.4810
32 H 0.3491
33 H 0.5166
34 H 0.4441
35 H 0.4462
36 H 0.6310
37 H 0.4000
38 H 0.4374
39 H 0.3814
40 H 0.2741
41 H 0.1062
42 H 0.2639
43 H 0.3039
44 H 0.3159
45 H 0.3799
46 H 0.2575
47 H 0.3788
48 H 0.3417
49 H 0.3640
50 H 0.2967
51 H 0.3598
52 H 0.3136
53 H 0.3894
54 H 0.3120
55 H 0.3332
56 H 0.2654
57 H 0.3879
58 H 0.4948
59 H 0.4151
60 H 0.4805

(6)
Density functional theory data (wB97M-V/def2-TZVPD) for a 2-piece molecular cluster, C5H12N4OS overall at a distorted geometry.

The geometry in ORCA input format:
```
! RIJCOSX wB97M-V def2-TZVPD def2/J DEFGRID3
* xyz 0 1
C -1.001 -1.400 2.276
C 2.248 1.216 -0.311
C 2.274 -1.093 0.665
C -2.055 1.375 -1.218
C -1.614 -1.112 -0.935
N -1.473 -2.460 2.327
N -0.489 -0.216 2.180
N 1.754 -0.123 -0.273
N -1.891 0.213 -0.323
O -0.433 1.911 1.069
S -0.466 0.513 0.804
H 2.255 1.722 0.688
H 3.262 1.054 -0.567
H 1.629 1.595 -1.129
H 2.739 -0.724 1.498
H 1.528 -1.855 0.833
H 3.075 -1.625 0.096
H -1.610 1.236 -2.126
H -3.229 1.416 -1.480
H -1.728 2.374 -0.854
H -0.546 -1.186 -0.830
H -2.245 -1.757 -0.369
H -1.984 -1.075 -2.024
*
```

**Energy relative to the best compared isomer or geometry (same formula, charge and spin)**: 366.44 kJ/mol
**HOMO energy (alpha / beta)**: -8.916 / -9.266 eV
**E_LUMO (alpha / beta)**: -0.032 / -0.077 hartree

Partial atomic charges computed with the Mulliken method, in multiples of e:
1 C 0.6086
2 C -0.8584
3 C -0.9392
4 C -0.9227
5 C -0.7902
6 N -0.5707
7 N -0.5978
8 N -0.2426
9 N -0.1209
10 O -0.5887
11 S 0.8438
12 H 0.3136
13 H 0.4453
14 H 0.2797
15 H 0.3690
16 H 0.3443
17 H 0.3933
18 H 0.4134
19 H 0.2838
20 H 0.3295
21 H 0.3515
22 H 0.2900
23 H 0.3656

(7)
Density functional theory data (wB97M-V/def2-TZVPD) for a 2-piece molecular cluster, C4H8NO3 overall at a distorted geometry.

The geometry in ORCA input format:
```
! RIJCOSX wB97M-V def2-TZVPD def2/J DEFGRID3
* xyz -1 1
C -0.571 1.206 -2.790
C -1.039 1.303 -1.286
O -1.752 0.394 -0.766
O -0.771 2.296 -0.608
H 0.504 1.099 -2.815
H -0.740 2.302 -3.130
H -1.237 0.339 -3.117
C 0.022 -0.161 1.728
C 1.247 -0.884 1.317
O 2.131 -0.469 0.590
N 1.238 -2.198 1.784
H 1.723 -2.955 1.420
H 0.295 -2.450 2.230
H 0.096 0.681 2.384
H -0.594 -0.653 2.323
H -0.551 0.151 0.736
*
```

**Energy relative to the best compared isomer or geometry (same formula, charge and spin)**: 209.53 kJ/mol
**HOMO energy**: -3.686 eV
**E_LUMO**: 0.136 hartree

Partial atomic charges computed with the Mulliken method, in multiples of e:
1 C -0.8131
2 C 0.7097
3 O -0.8327
4 O -0.7066
5 H 0.1779
6 H 0.2111
7 H 0.2731
8 C -0.8068
9 C 0.5800
10 O -0.6194
11 N -0.4395
12 H 0.2056
13 H 0.2223
14 H 0.2888
15 H 0.4159
16 H 0.1338

(8)
Density functional theory data (wB97M-V/def2-TZVPD) for the molecule C4H8O2S at a distorted geometry.

The geometry in ORCA input format:
```
! RIJCOSX wB97M-V def2-TZVPD def2/J DEFGRID3
* xyz 0 1
C -1.364 -0.175 0.252
C 1.142 -0.180 1.075
C 0.580 -0.519 -1.408
C 0.294 0.193 -0.104
O -3.840 0.238 0.264
O 0.219 1.576 -0.240
S -2.575 0.798 -0.326
H -1.817 -1.068 0.706
H 1.533 -1.263 0.928
H 0.722 0.025 2.104
H 2.146 0.361 1.238
H 1.665 -0.443 -1.475
H 0.358 -1.551 -1.154
H 0.121 -0.010 -2.333
H 0.817 2.018 0.474
*
```

**Energy relative to the best compared isomer or geometry (same formula, charge and spin)**: 321.52 kJ/mol
**HOMO energy (alpha / beta)**: -8.961 / -8.961 eV
**E_LUMO (alpha / beta)**: 0.002 / 0.002 hartree

Partial atomic charges computed with the Mulliken method, in multiples of e:
1 C -0.4758
2 C -1.5214
3 C -1.2919
4 C 1.2241
5 O -0.5503
6 O -0.5580
7 S 0.3655
8 H 0.3114
9 H 0.3126
10 H 0.4174
11 H 0.4117
12 H 0.3433
13 H 0.3590
14 H 0.3229
15 H 0.3295